No. 1
Here is C3H2N3PS in the gas phase in a non-equilibrium geometry from OMol25. Energies are from ωB97M-V with the def2-TZVPD basis set.

- Highest occupied orbital energy: -9.31 eV
- Spin multiplicity: 1
- Orbital gap: 7.88 eV
- Structure (SMILES): N#C[C@H]1P=NN=C1S
- Energy relative to the best compared isomer or geometry (same formula, charge and spin): 26.92 kcal per mole
- Total charge: 0
- Electronic energy: -27734.3262 eV

Each line ends with the Mulliken charge.
Geometry (Å):
1 N 0.607 3.034 1.273  -0.345
2 C -0.118 2.225 0.953  0.038
3 C -1.127 1.033 0.366  0.058
4 P -2.397 1.607 -0.905  0.137
5 N -1.568 0.913 -2.040  -0.394
6 N -0.465 0.222 -1.768  -0.289
7 C -0.153 0.235 -0.467  0.408
8 S 1.257 -0.554 0.056  -0.208
9 H -1.399 0.624 1.334  0.381
10 H 1.435 -0.754 -1.330  0.216



No. 2
Here is C3H2N4 as an isolated structure in a non-equilibrium geometry from OMol25. Energies are from ωB97M-V with the def2-TZVPD basis set.

- Highest occupied orbital energy: -9.96 eV
- Spin multiplicity: 1
- Orbital gap: 9.48 eV
- Energy relative to the best compared isomer or geometry (same formula, charge and spin): 97.98 kcal per mole
- Total charge: 0
- Electronic energy: -9098.6426 eV

Each line ends with the Mulliken charge.
Geometry (Å):
1 C -0.448 0.034 -1.622  -0.013
2 C -0.065 0.128 -0.286  0.581
3 C 0.483 -0.472 1.577  -0.119
4 H 0.755 -1.136 2.344  0.443
5 H 1.104 1.636 1.983  0.294
6 N -1.355 -0.748 -2.436  -0.295
7 N -0.104 -1.029 0.459  -0.437
8 N 0.683 0.816 1.449  0.166
9 N 0.536 1.155 0.194  -0.620



No. 3
Here is C3H2N4O in the gas phase in a non-equilibrium geometry from OMol25. Energies are from ωB97M-V with the def2-TZVPD basis set.

- Highest occupied orbital energy: -10.07 eV
- Spin multiplicity: 1
- Orbital gap: 8.18 eV
- Structure (SMILES): O=c1nccnnn1
- Energy relative to the best compared isomer or geometry (same formula, charge and spin): 80.89 kcal per mole
- Total charge: 0
- Electronic energy: -11145.7644 eV

Each line ends with the Mulliken charge.
Geometry (Å):
1 O 1.953 0.909 -1.009  -0.516
2 C 0.719 0.671 -0.785  0.586
3 N -0.049 1.228 0.378  -0.420
4 C -0.610 0.759 1.393  0.094
5 C -0.621 -0.745 1.543  -0.004
6 N -0.615 -1.537 0.498  -0.166
7 N -0.806 -1.119 -0.826  -0.165
8 N -0.025 -0.217 -1.421  -0.086
9 H -1.190 1.340 2.102  0.382
10 H -0.884 -1.204 2.657  0.294



No. 4
Here is C3H2N4O in the gas phase in a non-equilibrium geometry from OMol25. Energies are from ωB97M-V with the def2-TZVPD basis set.

- Highest occupied orbital energy: -9.74 eV
- Spin multiplicity: 1
- Orbital gap: 8.11 eV
- Structure (SMILES): O=c1nccnnn1
- Energy relative to the best compared isomer or geometry (same formula, charge and spin): 82.03 kcal per mole
- Total charge: 0
- Electronic energy: -11145.7149 eV

Each line ends with the Mulliken charge.
Geometry (Å):
1 O -1.362 -0.985 -1.418  -0.434
2 C -0.356 -0.537 -1.035  0.654
3 N 0.642 -1.240 -0.329  -0.408
4 C 1.004 -0.781 0.815  -0.049
5 C 0.321 0.207 1.740  0.017
6 N -0.430 1.180 1.098  -0.207
7 N 0.233 1.578 -0.062  -0.070
8 N 0.067 0.823 -0.994  -0.145
9 H 1.578 -1.467 1.424  0.359
10 H -0.071 -0.368 2.811  0.283



No. 5
Here is C3H2NO2P in the gas phase from OMol25. Energies are from ωB97M-V with the def2-TZVPD basis set.

- Highest occupied orbital energy: -9.88 eV
- Spin multiplicity: 1
- Orbital gap: 8.17 eV
- Structure (SMILES): C=C=C=NP(=O)=O
- Energy relative to the best compared isomer or geometry (same formula, charge and spin): 17.13 kcal per mole
- Total charge: 0
- Electronic energy: -18015.5694 eV

Each line ends with the Mulliken charge.
Geometry (Å):
1 C 0.297 0.164 -0.355  -0.822
2 C -0.992 0.400 -0.334  -0.107
3 C -2.193 0.766 -0.430  1.010
4 N -3.384 1.084 -0.463  -0.452
5 P -4.657 0.025 -0.225  0.907
6 O -5.926 0.616 0.142  -0.533
7 O -4.365 -1.347 -0.613  -0.507
8 H 0.702 -0.733 0.091  0.247
9 H 0.998 0.848 -0.813  0.256



No. 6
Here is an isolated ion of composition C3H2NO2S and charge -1 in a non-equilibrium geometry from OMol25. Energies are from ωB97M-V with the def2-TZVPD basis set.

- Highest occupied orbital energy (spin up / spin down): -2.98 / -2.98 eV
- Spin multiplicity: 1
- Orbital gap (spin up / spin down): 6.43 / 6.43 eV
- Structure (SMILES): [O-][C@]12N=CS[C@H]1O2
- Energy relative to the best compared isomer or geometry (same formula, charge and spin): 87.98 kcal per mole
- Total charge: -1
- Electronic energy: -19561.3908 eV

Each line ends with the Mulliken charge.
Geometry (Å):
1 O -3.096 -0.871 -1.446  -0.686
2 C -2.375 -0.356 -0.497  0.619
3 N -1.759 0.910 -0.670  -0.506
4 C -0.713 1.356 0.006  -0.018
5 S 0.021 0.222 1.162  -0.263
6 C -1.198 -1.233 0.709  -0.361
7 O -2.445 -0.777 1.090  -0.356
8 H -0.398 2.372 0.100  0.383
9 H -1.010 -2.326 1.211  0.188